No. 1
This record from OMol25 describes a single C4H4O molecule. The level of theory is wB97M-V/def2-TZVPD.

Summary:
- charge = 0
- HOMO energy (eV) = -10.05
- max |F| (eV Å⁻¹) = 0.621

Geometry (Å):
C1 -0.64 -0.70 1.38
C2 0.23 -0.84 0.42
C3 0.86 -0.32 -0.61
C4 0.09 0.88 -1.09
O1 -0.93 1.28 -0.59
H1 -1.69 -0.98 1.34
H2 -0.34 -0.03 2.19
H3 1.81 -0.61 -1.05
H4 0.50 1.41 -1.97

No. 2
This record from OMol25 describes a single C17H30N4O5S molecule. The level of theory is wB97M-V/def2-TZVPD.

Summary:
- charge = 0
- HOMO energy (eV) = -9.07
- max |F| (eV Å⁻¹) = 1.109

Geometry (Å):
C1 8.64 1.04 0.28
C2 7.53 1.58 -0.61
O1 6.24 1.29 -0.09
C3 5.77 0.04 -0.32
O2 6.35 -0.78 -1.00
N1 4.59 -0.19 0.30
C4 3.88 -1.43 0.05
C5 2.60 -1.13 -0.74
N2 1.80 -0.17 -0.02
C6 0.63 -0.36 0.65
O3 0.17 0.52 1.35
C7 -0.07 -1.70 0.43
C8 -1.15 -1.94 1.49
C9 -2.37 -1.04 1.30
N3 -2.88 -1.19 -0.05
S1 -4.38 -0.55 -0.30
O4 -5.23 -1.02 0.75
O5 -4.74 -0.84 -1.65
N4 -4.11 1.11 -0.14
C10 -4.64 1.92 -1.23
C11 -6.07 2.31 -0.81
C12 -6.11 2.08 0.71
C13 -4.67 1.69 1.07
C14 -1.91 -0.82 -1.05
C15 -0.71 -1.76 -0.97
C16 2.52 1.08 0.19
C17 3.80 0.81 0.98
H1 8.59 -0.05 0.30
H2 8.53 1.42 1.29
H3 9.60 1.34 -0.12
H4 7.61 1.15 -1.62
H5 7.56 2.67 -0.67
H6 4.54 -2.08 -0.52
H7 3.63 -1.89 1.01
H8 2.05 -2.06 -0.91
H9 2.87 -0.71 -1.71
H10 0.67 -2.50 0.53
H11 -0.74 -1.76 2.49
H12 -1.47 -2.98 1.43
H13 -3.17 -1.32 1.98
H14 -2.08 0.01 1.48
H15 -4.60 1.34 -2.15
H16 -4.00 2.81 -1.33
H17 -6.79 1.67 -1.32
H18 -6.28 3.34 -1.08
H19 -6.43 2.96 1.25
H20 -6.77 1.25 0.95
H21 -4.62 0.96 1.87
H22 -4.07 2.57 1.33
H23 -2.40 -0.90 -2.02
H24 -1.59 0.23 -0.90
H25 0.01 -1.49 -1.74
H26 -1.06 -2.78 -1.15
H27 1.87 1.76 0.74
H28 2.77 1.51 -0.79
H29 4.39 1.72 1.08
H30 3.54 0.43 1.98

No. 3
This record from OMol25 describes a single C5H7NO2 molecule. The level of theory is wB97M-V/def2-TZVPD.

Summary:
- charge = 0
- HOMO energy (eV) = -7.58
- max |F| (eV Å⁻¹) = 6.491

Geometry (Å):
N1 -0.89 1.94 0.07
C1 -0.78 0.66 0.02
O1 -1.90 0.02 -0.17
C2 -1.62 -1.34 -0.11
C3 -0.29 -1.59 0.21
C4 0.39 -0.18 0.08
C5 1.78 0.18 0.49
O2 2.83 -0.13 -0.45
H1 -0.08 2.45 -0.28
H2 -2.01 2.27 -0.16
H3 -2.33 -2.16 -0.27
H4 0.33 -2.56 0.33
H5 1.85 1.31 0.38
H6 1.89 -0.18 1.50
H7 2.24 -0.17 -1.19

No. 4
This record from OMol25 describes a molecular structure, C36H40ClF5N8O2PPbS2. The level of theory is wB97M-V/def2-TZVPD.

Summary:
- charge = +3
- HOMO energy (eV) = -15.75
- max |F| (eV Å⁻¹) = 0.501

Geometry (Å):
Pb1 0.33 -0.11 0.86
Cl1 0.92 2.56 1.94
C1 -0.02 3.79 1.10
C2 -0.05 5.05 1.66
C3 -0.78 6.05 1.04
C4 -1.48 5.78 -0.13
C5 -1.44 4.51 -0.68
C6 -0.70 3.49 -0.08
P1 -0.65 1.85 -0.87
C7 0.42 2.02 -2.31
C8 0.60 0.90 -3.13
C9 1.34 0.99 -4.29
C10 1.94 2.20 -4.63
C11 1.80 3.31 -3.81
C12 1.04 3.22 -2.64
C13 -2.34 1.60 -1.47
C14 -2.68 1.66 -2.82
C15 -4.02 1.53 -3.19
C16 -5.00 1.35 -2.22
C17 -4.65 1.28 -0.88
C18 -3.32 1.39 -0.50
H1 0.49 5.26 2.58
H2 -0.81 7.04 1.48
H3 -2.06 6.55 -0.61
H4 -2.00 4.29 -1.59
H5 0.12 -0.04 -2.87
H6 1.45 0.13 -4.94
H7 2.50 2.29 -5.56
H8 2.26 4.25 -4.08
H9 0.92 4.10 -2.02
H10 -1.93 1.83 -3.57
H11 -4.29 1.60 -4.23
H12 -6.04 1.26 -2.52
H13 -5.42 1.14 -0.13
H14 -3.05 1.35 0.55
C19 5.96 0.70 -3.32
C20 5.56 -0.47 -2.51
N1 6.07 -1.66 -2.57
N2 5.42 -2.37 -1.61
C21 4.50 -1.66 -0.98
S1 3.43 -2.26 0.25
N3 4.55 -0.45 -1.55
N4 3.70 0.60 -1.21
H15 6.73 0.38 -4.02
H16 6.36 1.49 -2.69
H17 5.11 1.09 -3.89
H18 5.68 -3.33 -1.44
H19 3.64 1.23 -2.00
H20 4.07 1.08 -0.40
C22 -4.50 -2.88 -3.59
C23 -4.80 -3.43 -2.20
C24 -5.40 -2.36 -1.29
C25 -3.55 -4.07 -1.56
N5 -2.51 -3.08 -1.21
C26 -2.35 -2.36 -0.11
N6 -1.28 -1.61 -0.28
N7 -0.79 -1.89 -1.51
N8 -1.53 -2.78 -2.08
H21 -5.42 -2.51 -4.05
H22 -4.09 -3.65 -4.24
H23 -3.79 -2.05 -3.55
H24 -5.51 -4.25 -2.28
H25 -4.75 -1.49 -1.22
H26 -5.60 -2.74 -0.28
H27 -6.35 -2.02 -1.70
H28 -3.08 -4.76 -2.26
H29 -3.81 -4.61 -0.65
H30 -2.99 -2.38 0.76
F1 6.88 -1.17 5.59
C27 6.07 -1.14 4.56
C28 4.90 -1.88 4.58
F2 4.59 -2.60 5.64
C29 4.05 -1.85 3.49
F3 2.92 -2.55 3.49
C30 4.36 -1.09 2.38
O1 3.47 -1.00 1.33
C31 5.54 -0.36 2.37
F4 5.83 0.38 1.28
C32 6.39 -0.37 3.45
F5 7.50 0.35 3.43
C33 -2.16 -3.68 4.03
C34 -1.28 -2.46 4.25
S2 -2.06 -0.95 3.59
O2 -1.00 -0.28 2.71
C35 -2.12 0.07 5.08
C36 -0.75 0.43 5.64
H31 -1.67 -4.56 4.45
H32 -2.34 -3.88 2.97
H33 -3.13 -3.58 4.52
H34 -0.33 -2.53 3.73
H35 -1.09 -2.31 5.31
H36 -2.74 -0.50 5.78
H37 -2.69 0.95 4.78
H38 -0.30 -0.39 6.20
H39 -0.86 1.28 6.32
H40 -0.07 0.73 4.84

No. 5
This record from OMol25 describes a single C11H18N2OS molecule. The level of theory is wB97M-V/def2-TZVPD.

Summary:
- charge = 0
- HOMO energy (eV) = -7.80
- max |F| (eV Å⁻¹) = 2.634

Geometry (Å):
C1 -1.73 -0.34 -2.53
N1 -1.19 -1.24 -1.50
C2 -1.92 -2.52 -1.28
C3 0.21 -1.21 -1.26
S1 1.19 -1.38 -2.62
N2 0.76 -1.15 0.02
C4 2.08 -0.52 0.19
C5 1.91 0.46 1.35
C6 0.60 0.04 2.05
C7 -0.04 -1.11 1.27
C8 -0.19 1.40 2.03
C9 -0.72 1.80 0.65
C10 0.55 2.15 -0.12
C11 1.65 1.93 0.97
O1 0.86 2.33 2.13
H1 -1.09 0.50 -2.70
H2 -1.86 -0.86 -3.50
H3 -2.67 0.05 -2.20
H4 -2.70 -2.41 -0.51
H5 -1.18 -3.30 -0.96
H6 -2.41 -2.90 -2.21
H7 2.85 -1.23 0.43
H8 2.39 0.06 -0.71
H9 2.80 0.39 2.01
H10 0.79 -0.27 3.09
H11 0.07 -2.10 1.79
H12 -1.15 -0.95 1.16
H13 -0.95 1.46 2.80
H14 -1.39 2.68 0.70
H15 -1.29 1.00 0.15
H16 0.49 3.23 -0.38
H17 0.71 1.53 -1.02
H18 2.56 2.48 0.72

No. 6
This record from OMol25 describes a molecular structure, C32H34As2BF6N3O3RuS2. The level of theory is wB97M-V/def2-TZVPD.

Summary:
- charge = -2
- HOMO energy (spin up / spin down) (eV) = -2.08 / -2.08
- max |F| (eV Å⁻¹) = 1.269

Geometry (Å):
Ru1 -1.95 1.12 1.21
S1 -2.17 2.38 3.31
C1 -2.70 0.92 4.03
S2 -2.73 -0.40 2.95
C2 -3.07 0.82 5.38
C3 -3.46 -0.41 5.97
N1 -3.77 -1.39 6.50
C4 -3.08 1.96 6.24
N2 -3.12 2.86 6.96
C5 1.01 1.90 -2.31
As1 -0.82 2.44 -2.05
C6 -0.83 4.21 -2.86
C7 -2.01 1.45 -3.18
O1 -1.32 2.64 -0.49
H1 1.35 2.28 -3.27
H2 1.10 0.81 -2.28
H3 1.59 2.34 -1.50
H4 -0.20 4.23 -3.74
H5 -0.46 4.91 -2.12
H6 -1.85 4.47 -3.13
H7 -1.59 1.37 -4.18
H8 -2.96 1.97 -3.20
H9 -2.17 0.46 -2.76
N3 -4.20 2.74 0.49
H10 -4.01 2.84 1.48
H11 -4.60 1.82 0.30
H12 -3.34 2.87 -0.04
C8 0.12 0.58 1.14
C9 1.08 1.28 1.59
C10 2.10 2.01 2.06
C11 2.49 3.21 1.28
C12 1.50 3.99 0.65
C13 1.84 5.08 -0.13
C14 3.18 5.42 -0.33
C15 4.16 4.65 0.27
C16 3.82 3.56 1.06
C17 2.81 1.58 3.28
C18 2.66 0.28 3.79
C19 3.31 -0.13 4.94
C20 4.15 0.74 5.62
C21 4.30 2.04 5.15
C22 3.64 2.45 4.00
H13 0.46 3.72 0.80
H14 1.06 5.67 -0.59
H15 3.44 6.28 -0.95
H16 5.21 4.89 0.11
H17 4.61 2.96 1.50
H18 2.00 -0.40 3.26
H19 3.16 -1.13 5.30
H20 4.66 0.42 6.52
H21 4.93 2.74 5.69
H22 3.73 3.48 3.68
F1 -3.25 -0.17 -0.56
As2 -4.65 -0.83 -1.41
F2 -3.59 -1.33 -2.70
F3 -4.39 -2.34 -0.63
F4 -6.01 -1.46 -2.27
F5 -5.66 -0.28 -0.13
F6 -4.83 0.70 -2.21
C23 1.90 -5.67 -3.61
C24 0.66 -5.78 -2.70
C25 1.03 -6.65 -1.50
C26 -0.48 -6.47 -3.46
C27 0.25 -4.37 -2.27
C28 -0.26 -3.48 -3.23
C29 -0.59 -2.16 -2.94
C30 -0.39 -1.74 -1.65
O2 -0.54 -0.49 -1.10
B1 -0.11 -0.60 0.24
O3 0.26 -1.93 0.50
C31 0.10 -2.60 -0.68
C32 0.42 -3.91 -0.96
H23 2.26 -6.66 -3.89
H24 2.70 -5.14 -3.09
H25 1.66 -5.11 -4.52
H26 1.28 -7.66 -1.84
H27 0.19 -6.73 -0.80
H28 1.89 -6.26 -0.96
H29 -0.19 -7.50 -3.71
H30 -0.72 -5.95 -4.38
H31 -1.38 -6.51 -2.84
H32 -0.40 -3.82 -4.25
H33 -1.00 -1.50 -3.69
H34 0.80 -4.54 -0.17

DFT total energy, record by record: -6257.53464 -45150.10300 -10880.62451 -116287.73946 -27560.68123 -207267.70128 eV